Entry 1:
The following is a quantum chemistry calculation of a molecular structure, C31H67AlBrF3N6O7P3S, from the Open Molecules 2025 dataset.

Each line ends with the Mulliken charge.
CARTESIAN COORDINATES (ANGSTROEM)
C1 -2.05145 -0.21256 -1.47614  -1.62
C2 -3.24119 -1.23789 -1.64931  2.35
C3 -2.96505 -2.62995 -0.90400  -1.57
C4 -4.47929 -0.59095 -0.84128  -1.57
C5 -3.75128 -1.41726 -3.13404  -1.64
C6 -2.63194 -1.63101 -4.22950  2.27
C7 -3.37724 -2.32887 -5.47476  -1.64
C8 -1.48086 -2.62695 -3.82131  -1.99
C9 -2.07406 -0.27413 -4.82249  -0.01
C10 -0.64422 0.04832 -4.90473  -0.20
C11 -0.14771 1.30658 -5.50590  -0.41
C12 -1.04957 2.31430 -6.07648  -0.20
O1 -0.57433 3.48735 -6.68222  -0.19
C13 -0.76557 3.28236 -8.11727  -0.44
C14 0.57011 3.47596 -8.95291  -0.66
O2 1.64267 4.07195 -8.23466  -0.33
C15 1.50184 5.51148 -8.18621  -0.22
C16 2.95440 6.15098 -8.12284  -0.70
Al1 3.05419 7.62694 -6.71329  0.20
P1 2.58505 9.64497 -7.86027  0.22
O3 2.02795 10.78858 -6.71939  -0.48
Br1 4.61114 10.24517 -8.72430  -0.33
S1 1.61259 7.28857 -4.94086  0.78
O4 1.86319 8.36085 -3.94456  -0.63
O5 0.17984 7.41108 -5.34170  -0.64
C17 1.80536 5.65584 -4.05334  0.61
F1 1.49789 4.55663 -4.81139  -0.20
F2 3.05465 5.48803 -3.50998  -0.22
F3 0.91041 5.64678 -2.98546  -0.24
C18 -2.49881 2.00925 -5.96868  -0.74
C19 -2.99224 0.75746 -5.37026  -0.32
H1 -1.65596 -0.36652 -0.42520  0.42
H2 -2.37574 0.86489 -1.51656  0.38
H3 -1.20400 -0.35488 -2.19060  0.28
H4 -3.50511 -3.42484 -1.50574  0.25
H5 -1.87910 -2.90226 -0.90505  0.20
H6 -3.44039 -2.66462 0.11419  0.47
H7 -5.10043 -1.36106 -0.31629  0.37
H8 -5.13845 0.01132 -1.51848  0.35
H9 -4.03510 0.09959 -0.06515  0.37
H10 -4.29669 -0.46776 -3.41700  0.31
H11 -4.49984 -2.25769 -3.16214  0.33
H12 -2.79230 -2.26043 -6.42393  0.30
H13 -3.59679 -3.40230 -5.21446  0.46
H14 -4.38360 -1.81800 -5.53897  0.37
H15 -1.84875 -3.67585 -3.62803  0.28
H16 -0.83700 -2.28172 -2.97424  0.30
H17 -0.79892 -2.71456 -4.72193  0.55
H18 0.11669 -0.66533 -4.50829  0.28
H19 0.95476 1.45783 -5.53033  0.45
H20 -1.10332 2.21766 -8.28970  0.41
H21 -1.59796 3.93462 -8.51997  0.31
H22 0.94404 2.46545 -9.29884  0.30
H23 0.33812 4.06568 -9.89113  0.35
H24 0.86394 5.74998 -7.28971  0.17
H25 0.99297 5.94546 -9.09491  0.26
H26 3.76111 5.40466 -7.89264  0.28
H27 3.16868 6.53772 -9.16645  0.31
H28 4.53536 7.61429 -6.12724  -0.28
H29 1.95869 11.61792 -7.22965  0.31
H30 -3.18697 2.77612 -6.40126  0.32
H31 -4.10446 0.64722 -5.36340  0.28
O6 -2.63852 -2.75006 3.65578  -0.87
P2 -1.91932 -3.76291 4.54741  0.78
N1 -1.54583 -4.85666 3.26540  0.36
C20 -2.55725 -5.63623 2.57605  -1.13
C21 -0.60444 -4.29857 2.29901  -1.17
N2 -3.29063 -4.19667 5.47069  0.25
C22 -3.88560 -5.51134 5.56631  -1.08
C23 -4.33412 -3.18633 5.63173  -0.98
N3 -1.00832 -4.81811 5.65804  0.11
C24 -0.25286 -3.99561 6.62222  -1.53
C25 -0.18612 -5.95807 5.27041  -0.92
H32 -2.09273 -6.30335 1.84597  0.43
H33 -3.29590 -5.00842 2.05863  0.21
H34 -3.08032 -6.30329 3.25863  0.32
H35 0.27369 -3.90066 2.81977  0.27
H36 -1.05257 -3.48983 1.71158  0.30
H37 -0.23969 -5.06653 1.61099  0.38
H38 -4.58287 -5.70577 4.74289  0.37
H39 -4.44243 -5.61965 6.50300  0.39
H40 -3.13572 -6.30895 5.58287  0.24
H41 -4.98691 -3.14090 4.75143  0.28
H42 -3.89438 -2.20092 5.78576  0.29
H43 -4.95467 -3.39368 6.50791  0.35
H44 0.60394 -3.51542 6.14265  0.69
H45 0.09811 -4.59256 7.46799  0.40
H46 -0.89506 -3.20996 7.03457  0.32
H47 0.66430 -5.66927 4.64451  0.25
H48 -0.77177 -6.71725 4.75252  0.29
H49 0.20813 -6.45376 6.16412  0.41
O7 1.91421 -1.31351 6.20694  -0.74
P3 3.10945 -0.43565 6.58427  0.64
N4 2.58042 0.93755 5.68652  0.23
C26 2.55431 0.96681 4.23386  -1.00
C27 1.35320 1.52612 6.21628  -1.12
N5 4.28704 -1.38196 5.78739  0.27
C28 5.14657 -0.95791 4.70227  -1.07
C29 4.01502 -2.81122 5.65123  -0.94
N6 4.48693 0.53356 7.17443  0.01
C30 4.75820 0.21355 8.58746  -1.11
C31 4.66719 1.96817 6.97752  -0.97
H50 2.24441 1.95155 3.87800  0.41
H51 1.88105 0.21115 3.80755  0.20
H52 3.54837 0.82768 3.81455  0.28
H53 1.45925 1.70764 7.29193  0.35
H54 0.48614 0.87538 6.06088  0.25
H55 1.14887 2.49443 5.75218  0.35
H56 4.65162 -1.04996 3.72910  0.37
H57 6.05777 -1.56368 4.66801  0.39
H58 5.49103 0.07419 4.82100  0.25
H59 3.33852 -3.01183 4.81092  0.25
H60 3.56078 -3.20466 6.56117  0.28
H61 4.93676 -3.37661 5.49095  0.35
H62 3.99344 0.64013 9.24351  0.35
H63 5.73911 0.58125 8.89748  0.38
H64 4.76578 -0.87214 8.73421  0.34
H65 3.88151 2.55995 7.45727  0.30
H66 4.71450 2.22446 5.91994  0.29
H67 5.62847 2.28384 7.39698  0.40

- E_tot: -179995.19052 eV
- HOMO energy: -4.8 eV
- Total charge: -1
- Lowest unoccupied orbital energy: 0.248 eV

=====

Entry 2:
The following is a quantum chemistry calculation of a molecular structure, C9H14FN, from the Open Molecules 2025 dataset.

Each line ends with the natural charge from an NBO analysis.
CARTESIAN COORDINATES (ANGSTROEM)
C1 -2.07874 -0.87817 2.54581  -0.37
C2 -0.47882 -0.28375 -1.31747  -0.36
C3 -0.76906 -0.70746 2.40385  -0.26
C4 -0.46380 -1.05445 -2.40809  -0.06
C5 0.27851 -0.66962 -0.16384  0.33
C6 -1.16559 -0.76562 -3.68232  -0.65
C7 1.76491 1.78180 0.84831  -0.61
C8 1.14344 0.93737 1.95787  -0.45
C9 -0.15883 0.29371 1.52889  0.34
N1 1.17384 -1.52936 -0.12889  -0.68
F1 -1.05648 1.25339 1.11741  -0.37
H1 -2.48397 -1.63792 3.19115  0.20
H2 -2.78616 -0.25039 2.02278  0.20
H3 -1.05100 0.63118 -1.27288  0.23
H4 -0.06654 -1.34215 2.93306  0.21
H5 0.11141 -1.97207 -2.38145  0.21
H6 -1.69027 0.18664 -3.64442  0.21
H7 -0.44133 -0.74306 -4.49850  0.22
H8 -1.87809 -1.55782 -3.90924  0.22
H9 1.04456 2.50973 0.48512  0.22
H10 2.06932 1.15543 0.01192  0.21
H11 2.63721 2.31586 1.21886  0.21
H12 0.94438 1.57680 2.82587  0.22
H13 1.84105 0.15640 2.27105  0.21
H14 1.63389 -1.73712 0.74616  0.35

- E_tot: -13765.15276 eV
- HOMO energy: -8.2 eV
- Total charge: 0
- Lowest unoccupied orbital energy: 0.874 eV

=====

Entry 3:
The following is a quantum chemistry calculation of a molecular structure, C18H13MnN3O2Se, from the Open Molecules 2025 dataset.

Each line ends with the natural charge from an NBO analysis.
CARTESIAN COORDINATES (ANGSTROEM)
Mn1 -0.03348 -1.27017 -0.55181  1.24
O1 1.36227 -1.73891 3.12701  -0.42
C1 1.20140 -1.60334 1.95535  0.63
N1 -0.04076 -1.44303 1.29443  -0.68
C2 -1.28565 -1.64439 1.93364  0.63
O2 -1.46315 -1.79299 3.10145  -0.43
C3 -2.39551 -1.67509 0.92126  0.12
C4 -3.70938 -1.89405 1.27015  -0.17
C5 -4.65696 -1.95618 0.25663  -0.08
C6 -4.25641 -1.79042 -1.06267  -0.21
C7 -2.92299 -1.55451 -1.33692  0.07
N2 -2.00804 -1.50253 -0.35575  -0.54
C8 2.32571 -1.60533 0.96086  0.11
C9 3.64154 -1.77782 1.32924  -0.17
C10 4.60365 -1.81070 0.32835  -0.09
C11 4.21371 -1.66213 -0.99608  -0.21
C12 2.87621 -1.47266 -1.28798  0.07
N3 1.94715 -1.44998 -0.32037  -0.53
H1 -3.95861 -2.02239 2.31476  0.28
H2 -5.69749 -2.13411 0.49202  0.26
H3 -4.96698 -1.83805 -1.87530  0.26
H4 -2.57561 -1.39797 -2.35069  0.22
H5 3.88114 -1.89393 2.37756  0.28
H6 5.64660 -1.95228 0.57726  0.26
H7 4.93565 -1.68714 -1.79968  0.26
H8 2.53695 -1.33147 -2.30644  0.22
Se1 -0.10009 0.71846 -1.76638  0.33
C13 0.00171 2.41134 -1.07808  -0.24
C14 -0.26901 3.46426 -1.98791  -0.16
C15 -0.18819 4.75942 -1.53434  -0.19
C16 0.14195 5.01066 -0.20100  -0.05
C17 0.40058 3.96913 0.69995  -0.21
C18 0.33792 2.66683 0.27244  -0.12
H9 -0.52802 3.24450 -3.01491  0.25
H10 -0.38520 5.58187 -2.20774  0.26
H11 0.19875 6.03444 0.14488  0.25
H12 0.65121 4.19383 1.72731  0.26
H13 0.53742 1.84685 0.94953  0.22

- E_tot: -124092.20108 eV
- Spin multiplicity: 4
- HOMO energy (alpha / beta): -15.7 / -16.1 eV
- Total charge: +2
- <S²>: 4.195
- Lowest unoccupied orbital energy (alpha / beta): -9.411 / -9.675 eV

=====

Entry 4:
The following is a quantum chemistry calculation of a gas-phase ion, C10H12IO3S (charge -1), from the Open Molecules 2025 dataset.

Each line ends with the natural charge from an NBO analysis.
CARTESIAN COORDINATES (ANGSTROEM)
C1 -0.36355 0.00850 2.33426  -0.38
C2 1.19857 0.02395 2.22251  -0.42
C3 0.20332 -1.14162 0.26809  -0.31
C4 -1.59755 0.59512 -0.12456  -0.26
C5 -0.78024 -0.14787 0.85449  -0.06
C6 0.94941 0.01667 -0.43516  0.26
C7 1.45135 -0.57255 0.82152  -0.29
C8 -0.17937 1.00200 -0.01126  -0.06
C9 -1.99450 0.63827 -2.75127  -0.61
C10 -2.17452 -0.08338 -1.38707  -0.40
O1 3.76908 -0.96888 -0.56028  -1.05
O2 3.52473 -1.74054 1.82401  -1.04
O3 1.72700 0.15698 -1.50477  -0.73
S1 2.94078 -1.72943 0.48066  1.50
I1 0.24372 3.13881 0.37267  0.01
H1 -0.95267 -0.83212 2.94022  0.20
H2 -0.88163 1.00651 2.77989  0.20
H3 1.53272 0.98638 2.24614  0.22
H4 1.45089 -0.64266 3.03275  0.24
H5 0.01416 -2.11578 -0.03176  0.23
H6 -2.11215 1.42044 0.27372  0.23
H7 -2.56353 0.29879 -3.55653  0.20
H8 -0.86916 0.49350 -3.19307  0.22
H9 -2.15480 1.80170 -2.61440  0.20
H10 -1.71220 -0.97263 -1.39332  0.20
H11 -3.26742 -0.29140 -1.47607  0.20
H12 2.59756 -0.34877 -1.41141  0.52

- E_tot: -35639.80862 eV
- HOMO energy: -3.9 eV
- Total charge: -1
- Lowest unoccupied orbital energy: 2.532 eV

=====

Entry 5:
The following is a quantum chemistry calculation of a gas-phase ion, C6H12ClN2 (charge +1), from the Open Molecules 2025 dataset.

Each line ends with the natural charge from an NBO analysis.
CARTESIAN COORDINATES (ANGSTROEM)
C1 1.93557 -2.68819 2.84397  0.11
C2 0.11513 -1.29690 -0.60359  -0.62
C3 -1.47536 0.13741 0.76857  -0.63
C4 -0.33405 1.32077 -0.99052  -0.65
C5 1.15429 0.44904 0.83905  -0.32
C6 -0.19730 0.13341 -0.04917  0.10
N1 1.04537 -0.29452 1.96185  0.08
N2 1.76369 -1.42793 2.07875  -0.36
Cl1 1.79315 -2.73382 4.43802  0.28
H1 -0.43030 -2.00972 -0.08821  0.23
H2 -0.26162 -1.41535 -1.60264  0.26
H3 1.23389 -1.62624 -0.47456  0.19
H4 -2.22824 0.38479 0.15822  0.23
H5 -1.62210 -0.76786 1.36039  0.22
H6 -1.36522 0.71814 1.58798  0.23
H7 -0.81196 2.11499 -0.54932  0.23
H8 -1.02607 1.29115 -1.81001  0.26
H9 0.60519 1.50616 -1.43397  0.22
H10 0.85224 1.52788 1.04451  0.32
H11 2.19560 0.21214 0.26375  0.23
H12 2.38641 -1.64279 1.38277  0.39

- E_tot: -21904.81441 eV
- HOMO energy (alpha / beta): -14.1 / -14.1 eV
- Total charge: +1
- Lowest unoccupied orbital energy (alpha / beta): -7.001 / -7.001 eV

=====

- Which of these has the highest E_tot?
  C9H14FN

=====

- Which of these has the lowest E_tot?
  C31H67AlBrF3N6O7P3S

=====

- What is the total charge in the fourth record?
  -1

=====

- The highest E_tot belongs to which entry?
  C9H14FN